Computed, not measured: 2 unconnected molecules or ions with the total composition C15H28BrO9P at a distorted geometry, with the ωB97M-V functional and the def2-TZVPD basis.

Structure (XYZ):
```
54
Properties=species:S:1:pos:R:3:lowdin_charge:R:1
C 1.232 -1.831 0.496 -0.080
C 1.466 -3.118 -0.510 -0.319
O 2.831 -2.933 -1.103 -0.116
C 1.468 -4.517 0.377 -0.130
O 0.333 -5.410 0.089 -0.183
C -0.917 -4.934 0.715 -0.238
C -1.737 -6.367 0.979 -0.084
O -3.162 -6.273 0.525 -0.086
C -3.147 -5.438 -0.692 -0.205
O -3.921 -5.532 -1.778 0.009
C -1.908 -4.372 -0.464 -0.146
C -2.247 -2.772 -0.573 -0.099
C -2.989 -2.125 0.737 -0.587
O -3.428 -0.841 0.621 -0.125
Br -3.367 -3.036 2.476 0.694
H 0.901 -0.901 -0.156 0.081
H 2.279 -1.577 0.968 0.097
H 0.460 -2.059 1.376 0.090
H 0.618 -3.163 -1.316 0.132
H 2.731 -2.363 -1.923 0.112
H 2.446 -5.105 0.027 0.151
H 1.621 -4.301 1.530 0.144
H -0.865 -4.401 1.755 0.132
H -1.215 -7.069 0.191 0.145
H -1.573 -6.895 2.030 0.157
H -1.232 -4.533 -1.434 0.169
H -1.311 -2.102 -0.885 0.129
H -3.013 -2.653 -1.480 0.156
O 0.313 1.958 -0.641 -0.248
P 0.430 3.450 -1.035 0.780
O 1.795 3.712 -0.137 -0.244
C 3.023 3.324 -0.740 -0.299
C 3.358 4.182 -1.948 -0.088
O -0.741 3.890 0.071 -0.281
C -1.657 2.943 0.611 -0.281
C -1.094 2.291 1.866 -0.067
O 0.560 5.118 -1.475 -0.264
C 0.001 6.171 -0.694 -0.283
C 0.586 6.318 0.706 -0.075
H 2.978 2.267 -1.019 0.105
H 3.808 3.436 0.014 0.121
H 2.627 4.035 -2.749 0.066
H 4.346 3.930 -2.344 0.079
H 3.342 5.245 -1.687 0.082
H -1.944 2.202 -0.144 0.106
H -2.572 3.484 0.870 0.119
H -0.073 1.927 1.731 0.069
H -1.722 1.452 2.181 0.074
H -1.052 3.020 2.682 0.076
H -1.090 6.073 -0.666 0.113
H 0.200 7.100 -1.239 0.120
H 0.491 5.421 1.313 0.061
H 0.079 7.127 1.243 0.083
H 1.654 6.545 0.654 0.077
```

Frontier orbital gap   7.732 eV
Lowest unoccupied orbital energy   -2.1 eV
Structure (SMILES)   C[C@@H](O)CO[C@@H]1COC(=O)[C@H]1CC(=O)Br.CCOP(=O)(OCC)OCC


Computed, not measured: a molecular structure, C15H28Cl4O5S at a distorted geometry, with the ωB97M-V functional and the def2-TZVPD basis.

Structure (XYZ):
```
53
Properties=species:S:1:pos:R:3:lowdin_charge:R:1
C -1.231 -3.029 1.693 0.037
C -1.131 -2.969 0.373 -0.105
C -2.207 -2.367 -0.595 -0.404
C -3.053 -1.466 0.290 -0.053
C -4.119 -0.560 -0.383 -0.388
C -4.659 -1.041 -1.730 -0.022
O -3.711 0.801 -0.511 -0.041
O -2.807 -3.589 -1.096 -0.115
S -1.753 -4.173 -2.206 0.634
O -2.412 -4.510 -3.411 -0.210
O -1.070 -5.277 -1.640 -0.222
O -0.739 -2.914 -2.361 -0.137
C -1.495 -1.801 -1.786 -0.272
C -0.715 -0.499 -1.684 -0.285
C -0.448 -0.028 -3.142 -0.028
C 0.652 -0.620 -1.000 -0.181
C 1.042 0.779 -0.429 -0.141
H -0.878 -3.930 2.181 0.072
H -1.585 -2.214 2.310 0.065
H -0.225 -3.360 -0.068 0.111
H -2.441 -0.831 0.927 0.127
H -3.602 -2.122 0.960 0.135
H -4.973 -0.540 0.301 0.132
H -4.746 -2.119 -1.815 0.086
H -4.078 -0.578 -2.524 0.081
H -5.669 -0.645 -1.827 0.083
H -2.892 0.945 -0.020 0.069
H -2.204 -1.607 -2.594 0.131
H -1.351 0.264 -1.249 0.119
H 0.347 -0.649 -3.547 0.086
H -1.313 -0.169 -3.788 0.085
H -0.151 1.018 -3.126 0.085
H 0.666 -1.303 -0.154 0.097
H 1.440 -0.878 -1.700 0.111
H 0.127 1.255 -0.079 0.031
H 1.696 0.698 0.431 0.040
H 1.467 1.396 -1.216 0.056
Cl 2.521 3.333 0.682 0.631
C 1.876 4.291 2.044 -0.618
C 0.990 3.480 2.954 -0.644
Cl -0.548 3.021 2.172 0.553
H 1.348 5.146 1.631 0.071
H 2.736 4.656 2.605 0.065
H 0.732 4.070 3.831 0.076
H 1.484 2.570 3.284 0.069
Cl 5.276 2.988 3.908 0.533
C 5.396 2.210 2.306 -0.683
C 6.822 2.088 1.833 -0.662
Cl 7.541 3.673 1.455 0.539
H 4.789 2.787 1.614 -0.013
H 4.955 1.218 2.403 0.074
H 6.854 1.498 0.918 0.073
H 7.449 1.603 2.577 0.067
```

Frontier orbital gap   9.743 eV
Lowest unoccupied orbital energy   0.3 eV